Formula: C46H53FN5O2S2SiY
Source: the OMol25 dataset
Level of theory: ωB97M-V with the def2-TZVPD basis set

Values from the calculation:
E_HOMO, eV: -2.053
Net charge: -2
Spin multiplicity: 1
Relative energy (zero: lowest compared OMol25 entry of this formula, charge and spin), kcal/mol: 8.0

Positions of all 111 atoms, in Å:
Y1 1.07585 0.01673 -0.79776
C1 2.35306 3.31661 3.99636
C2 1.49190 2.85683 2.81445
C3 0.71155 4.04033 2.22660
C4 0.53621 1.73528 3.19654
C5 -0.41350 1.98521 4.18391
C6 -1.34480 1.02630 4.55792
C7 -1.33713 -0.20430 3.91978
C8 -0.39537 -0.50105 2.93511
C9 -0.37360 -1.88564 2.30616
C10 0.49477 -2.82196 3.15048
C11 -1.76731 -2.47520 2.09813
C12 0.57015 0.46085 2.58399
N1 1.57949 0.10702 1.64875
C13 2.87095 0.09241 2.09816
C14 3.28016 0.04463 3.45162
C15 4.61988 0.01547 3.82138
C16 5.63550 0.02839 2.86964
C17 5.26844 0.07777 1.52633
C18 3.94052 0.10740 1.19750
F1 3.62843 0.16975 -0.12656
H1 3.07483 4.06853 3.66030
H2 2.90791 2.48336 4.43749
H3 1.73418 3.77233 4.77863
H4 2.15734 2.49276 2.03775
H5 0.04371 4.47529 2.98338
H6 0.11514 3.73721 1.36597
H7 1.40281 4.81559 1.88129
H8 -0.42922 2.95972 4.66605
H9 -2.06991 1.23638 5.33746
H10 -2.07102 -0.95511 4.19984
H11 0.09507 -1.80573 1.33148
H12 0.09585 -2.88149 4.17271
H13 1.52522 -2.45201 3.20571
H14 0.51156 -3.83132 2.72413
H15 -2.21281 -2.79598 3.04943
H16 -1.70343 -3.34849 1.44189
H17 -2.43871 -1.75181 1.62726
H18 2.50843 0.03367 4.21553
H19 4.87262 -0.01786 4.87603
H20 6.67929 0.01241 3.15569
H21 6.00288 0.09689 0.72741
S1 1.21538 0.72652 -3.54353
C19 0.96052 2.46098 -3.49587
C20 0.37334 3.04976 -4.68851
N2 -0.09207 3.49969 -5.64260
C21 1.28934 3.26103 -2.45579
S2 2.00682 2.72454 -0.97441
C22 1.06026 4.69505 -2.57939
N3 0.89060 5.83075 -2.67989
O1 -1.53310 -1.31701 -0.68643
C23 -1.97720 -0.16429 -0.66528
N4 -3.30846 0.18340 -0.70747
C24 -3.45345 1.63030 -0.76797
C25 -1.95068 2.06348 -0.64951
O2 -1.59500 3.22141 -0.63369
N5 -1.18067 0.93483 -0.56993
C26 -4.09527 2.08734 -2.08093
C27 -5.23313 1.42653 -2.53981
C28 -5.86322 1.82204 -3.71084
C29 -5.36157 2.89275 -4.44284
C30 -4.23018 3.55680 -3.99002
C31 -3.60106 3.16296 -2.81274
C32 -4.26141 2.18908 0.42237
C33 -4.22594 3.54853 0.72985
C34 -4.97477 4.04847 1.78723
C35 -5.77885 3.20503 2.54694
C36 -5.81955 1.85205 2.24300
C37 -5.06185 1.34904 1.18908
H22 -3.96050 -0.45809 -1.11750
H23 -5.64895 0.59591 -1.97408
H24 -6.74172 1.29001 -4.05405
H25 -5.84557 3.19896 -5.36373
H26 -3.81467 4.37859 -4.56043
H27 -2.70742 3.67729 -2.47565
H28 -3.58599 4.20471 0.15080
H29 -4.91986 5.10500 2.02410
H30 -6.36021 3.59873 3.37356
H31 -6.43077 1.17933 2.83395
H32 -5.07357 0.28560 0.98128
C38 0.81397 -3.93648 -0.28567
Si1 1.64337 -2.71598 -1.50630
C39 0.90230 -3.32649 -3.21858
C40 -0.45985 -2.64622 -3.43283
C41 1.80380 -2.95167 -4.40520
C42 0.63707 -4.83914 -3.25264
C43 3.50077 -3.29232 -1.40179
C44 4.41553 -2.33231 -2.18067
C45 3.88945 -3.25925 0.07937
C46 3.76631 -4.71745 -1.90986
H33 1.04177 -4.98528 -0.51816
H34 -0.27935 -3.80741 -0.30061
H35 1.15378 -3.73417 0.73950
H36 -0.36856 -1.56369 -3.55060
H37 -1.14365 -2.83457 -2.59956
H38 -0.92533 -3.03766 -4.35548
H39 2.02749 -1.87758 -4.42744
H40 1.29356 -3.19975 -5.35174
H41 2.75422 -3.49487 -4.39378
H42 -0.12308 -5.12684 -2.51765
H43 1.53314 -5.43610 -3.05611
H44 0.25818 -5.12242 -4.24955
H45 4.28238 -1.29227 -1.86808
H46 4.22501 -2.37117 -3.25934
H47 5.47485 -2.59888 -2.01679
H48 3.62350 -2.31426 0.56594
H49 4.97861 -3.39224 0.18958
H50 3.39634 -4.06433 0.63916
H51 3.57724 -4.81611 -2.98408
H52 3.14548 -5.45852 -1.38774
H53 4.82521 -4.98879 -1.73642

***

Formula: H4N2Si
Source: the OMol25 dataset
Level of theory: ωB97M-V with the def2-TZVPD basis set

Values from the calculation:
E_HOMO (spin up / spin down), eV: -5.131 / -10.243
Net charge: 0
Spin multiplicity: 3
Relative energy (zero: lowest compared OMol25 entry of this formula, charge and spin), kcal/mol: 20.7

Positions of all 7 atoms, in Å:
N1 -0.75300 0.48857 -1.68614
N2 -0.01451 -0.08443 1.37360
Si1 -0.08382 -0.19325 -0.40467
H1 -0.11301 0.65689 -2.44897
H2 0.91177 -0.14430 1.75050
H3 -0.51922 0.71441 1.78309
H4 0.57178 -1.43790 -0.36742

***

Formula: C20H22Br4FI3NO3P
Source: the OMol25 dataset
Level of theory: ωB97M-V with the def2-TZVPD basis set

Values from the calculation:
E_HOMO, eV: -8.377
Net charge: 0
Spin multiplicity: 1

Positions of all 55 atoms, in Å:
C1 -0.61941 1.36277 -4.82583
C2 -0.34171 1.05906 -3.36897
I1 -1.06308 2.53506 -1.99461
C3 0.29045 -0.02724 -2.92726
I2 0.91224 -1.50211 -4.30482
C4 0.53012 -0.15925 -1.44866
C5 1.58979 0.61865 -0.89903
I3 2.75386 1.85937 -2.16913
C6 1.80008 0.54597 0.45570
C7 1.01265 -0.25569 1.31127
C8 0.00294 -1.03670 0.77039
C9 -0.79990 -1.92312 1.71463
C10 -0.22808 -0.97097 -0.62625
P1 -1.61451 -1.96519 -1.37390
O1 -2.22202 -1.24704 -2.53363
C11 1.32244 -0.21158 2.79728
O2 1.20358 -1.15842 3.54432
C12 1.78881 1.13790 3.30000
N1 1.35816 1.52841 4.57198
C13 2.54602 1.88589 2.49290
C14 3.06552 3.27448 2.81128
C15 2.31811 4.28585 1.88192
F1 1.05564 3.74968 1.59446
C16 2.90447 1.36052 1.13061
O3 3.99360 1.56057 0.64263
H1 -1.53316 0.89419 -5.20761
H2 0.24863 1.10969 -5.44843
H3 -0.73732 2.45303 -4.90961
H4 -0.91287 -1.39559 2.66464
H5 -0.20226 -2.82048 1.94117
H6 -1.74616 -2.26979 1.30254
H7 -2.63832 -2.03105 -0.38373
H8 -1.21399 -3.30388 -1.69596
H9 1.37791 0.73444 5.21021
H10 1.96794 2.21832 4.99359
H11 4.11994 3.28516 2.49366
H12 3.00664 3.54914 3.86754
H13 2.83002 4.30831 0.91068
H14 2.22831 5.28240 2.32221
Br1 0.58833 -3.64969 -1.03311
C17 1.01346 -5.54270 -0.76157
C18 2.45520 -5.74221 -0.37205
Br2 3.63414 -5.56357 -1.90839
H15 0.74546 -6.05792 -1.67924
H16 0.35247 -5.86641 0.04078
H17 2.61585 -6.75436 -0.00416
H18 2.79616 -5.03039 0.37356
Br3 -4.22756 2.93350 0.86055
C19 -5.36400 2.72144 -0.70626
C20 -6.04401 1.37990 -0.72124
Br4 -4.80315 -0.01662 -1.26717
H19 -4.73445 2.88350 -1.57688
H20 -6.09474 3.52502 -0.63423
H21 -6.83938 1.36402 -1.46432
H22 -6.44885 1.09576 0.24552

***

Formula: C12H10FP
Source: the OMol25 dataset
Level of theory: ωB97M-V with the def2-TZVPD basis set

Values from the calculation:
E_HOMO (spin up / spin down), eV: -7.556 / -8.544
Net charge: 0
Spin multiplicity: 1

Positions of all 24 atoms, in Å:
C1 1.90432 2.32175 0.48069
C2 -2.52593 -2.22202 0.82053
C3 1.28848 2.96940 -0.55809
C4 2.01056 0.88996 0.31168
C5 -2.36421 -0.84392 0.85109
C6 -1.49631 -3.16755 1.15471
C7 0.84628 2.37877 -1.69843
C8 1.42796 0.22781 -0.69145
C9 -1.01615 -0.35794 1.02656
C10 -0.17144 -2.67329 1.48515
C11 0.83483 0.98126 -1.74097
C12 -0.10884 -1.34329 1.53791
F1 -0.35063 1.20440 -4.02250
P1 0.19563 -0.04213 -3.06120
H1 2.37386 2.78000 1.36468
H2 -3.47624 -2.75911 0.56630
H3 1.03470 3.97255 -0.44434
H4 2.51041 0.31158 1.02969
H5 -3.01225 0.05017 0.67966
H6 -1.78429 -4.27226 1.29816
H7 0.74758 3.11288 -2.45977
H8 1.46876 -0.87974 -0.92404
H9 -0.91405 0.74484 1.19258
H10 0.57697 -3.38412 1.80141

***

Formula: C26H34Cl12F7IN2
Source: the OMol25 dataset
Level of theory: ωB97M-V with the def2-TZVPD basis set

Values from the calculation:
E_HOMO, eV: -8.386
Net charge: 0
SMILES string: CC[C@@H](I)c1cc(C(F)(F)C(F)(F)C(F)(F)F)cc2nccnc12.ClCCCl.ClCCCl.ClCCCl.ClCCCl.ClCCCl.ClCCCl
Spin multiplicity: 1
Relative energy (zero: lowest compared OMol25 entry of this formula, charge and spin), kcal/mol: 0.0

Positions of all 82 atoms, in Å:
C1 0.03274 -0.97114 0.08474
C2 -0.46277 0.54325 0.19581
C3 0.30730 1.40755 1.26502
I1 0.22326 0.25928 3.14499
C4 1.78981 1.74523 0.85093
C5 2.31571 1.25127 -0.42993
C6 3.74600 1.52959 -0.81984
C7 4.26579 0.95909 -2.17966
F1 3.42774 -0.05742 -2.66720
F2 5.53341 0.39646 -2.09202
C8 4.18855 2.12820 -3.29885
F3 3.43618 3.16025 -2.75960
F4 3.49506 1.65162 -4.40849
C9 5.60438 2.66827 -3.73017
F5 6.25585 1.72124 -4.48151
F6 5.50963 3.81496 -4.50204
F7 6.34375 3.03369 -2.62276
C10 4.56549 2.30439 0.08847
C11 4.07236 2.85349 1.40637
N1 4.99218 3.56223 2.17377
C12 4.39537 3.96168 3.33036
C13 2.96980 3.73149 3.71735
N2 2.08815 3.03966 2.94627
C14 2.66900 2.57286 1.77097
H1 -0.69561 -1.71200 0.50841
H2 1.05430 -1.04967 0.57106
H3 0.21544 -1.25591 -1.00036
H4 -0.28276 1.01779 -0.81790
H5 -1.57363 0.49187 0.37600
H6 -0.30919 2.34191 1.42820
H7 1.70576 0.65824 -1.15435
H8 5.63655 2.50234 -0.20014
H9 5.04164 4.52064 4.06490
H10 2.59083 4.13687 4.69248
Cl1 -1.26373 -4.50182 1.12776
C15 -0.44915 -5.27841 2.51042
C16 -0.12233 -4.29162 3.60874
Cl2 1.15644 -3.14518 3.12685
H11 0.44597 -5.77593 2.13847
H12 -1.13099 -6.04089 2.89059
H13 0.24651 -4.82238 4.48201
H14 -0.99681 -3.71536 3.90372
Cl3 -2.01776 4.06442 -0.85560
C17 -2.93291 3.59043 -2.31033
C18 -3.91218 2.47342 -2.03023
Cl4 -3.08699 0.92949 -1.68714
H15 -2.21672 3.31163 -3.08288
H16 -3.47166 4.47704 -2.64766
H17 -4.54360 2.30797 -2.90665
H18 -4.55808 2.70671 -1.18333
Cl5 -7.93279 1.96592 -7.11898
C19 -6.43351 1.15686 -6.59852
C20 -6.21529 1.26855 -5.10631
Cl6 -5.83569 2.93808 -4.60601
H19 -5.60481 1.58846 -7.15887
H20 -6.52626 0.10721 -6.87966
H21 -5.36691 0.64953 -4.80937
H22 -7.08977 0.93919 -4.54615
Cl7 1.47031 -2.03256 -4.81671
C21 3.14585 -2.62720 -4.69837
C22 3.23238 -4.12607 -4.88113
Cl8 2.51117 -5.01196 -3.51378
H23 3.54667 -2.31602 -3.73466
H24 3.71507 -2.12602 -5.48247
H25 4.27815 -4.43084 -4.93826
H26 2.73252 -4.44896 -5.79396
Cl9 -3.17961 2.18132 2.20196
C23 -4.56884 1.06962 2.27593
C24 -4.32108 -0.09471 3.20973
Cl10 -3.08964 -1.21576 2.57698
H27 -4.78486 0.73165 1.26209
H28 -5.42014 1.65220 2.63106
H29 -5.23924 -0.67142 3.33077
H30 -3.99721 0.24158 4.19456
Cl11 1.40632 -4.14127 7.18733
C25 -0.18201 -3.48846 7.66125
C26 -1.25856 -4.55071 7.65092
Cl12 -1.64370 -5.09480 5.99809
H31 -0.42311 -2.66529 6.98874
H32 -0.07115 -3.08531 8.66863
H33 -2.17977 -4.14817 8.07401
H34 -0.96854 -5.42344 8.23517

***

Formula: C7H13Cl3O
Source: the OMol25 dataset
Level of theory: ωB97M-V with the def2-TZVPD basis set

Values from the calculation:
E_HOMO, eV: -9.840
Net charge: 0
Spin multiplicity: 1

Positions of all 24 atoms, in Å:
C1 -2.17448 0.26383 1.46587
C2 -2.71808 -0.21571 0.13010
C3 -3.39514 -1.57359 0.21868
C4 2.13215 0.65794 0.08138
C5 3.14452 0.27652 -0.98941
C6 1.67590 -0.50455 0.92134
C7 0.40934 -0.90036 0.99239
H1 -1.44095 -0.45445 1.83925
H2 -2.99484 0.34322 2.18581
H3 -1.69715 1.24041 1.36260
H4 -3.77237 -1.88307 -0.75831
H5 -2.67528 -2.31623 0.57511
H6 -4.23145 -1.51767 0.92168
H7 2.14558 1.82975 1.62346
H8 1.26156 1.05710 -0.46838
H9 3.47412 1.17729 -1.51080
H10 2.69493 -0.41891 -1.70051
H11 2.45017 -1.00278 1.49536
H12 0.10420 -1.73783 1.61462
H13 -0.37368 -0.40580 0.42443
O1 2.72861 1.66878 0.87107
Cl1 -3.90734 0.98685 -0.47758
Cl2 -1.36154 -0.31997 -1.04415
Cl3 4.60895 -0.50721 -0.33091

***

One value per record, in order, for molar mass: 908.09, 60.13, 1074.70, 204.18, 1059.90, 219.54 g/mol.